No. 1
Formula: C4H38N2O13
Source: the OMol25 dataset
Level of theory: ωB97M-V with the def2-TZVPD basis set

The multiplicity is 1. The frontier orbital gap comes out at 8.9 eV. Its largest force on an atom is 0.0686 hartree/bohr.

Element x y z (Å)
N 0.229 -2.226 2.512
C -0.253 -1.873 1.126
C 0.642 -2.483 -0.021
N 0.544 -1.676 -1.229
C 1.810 -1.109 -1.793
C 1.617 -0.475 -3.110
H -0.324 -2.935 2.971
H 1.133 -2.594 2.384
H -1.254 -2.188 0.979
H -0.288 -0.794 0.970
H 0.016 -3.370 -0.255
H 1.615 -2.742 0.414
H -0.181 -1.001 -1.353
H 2.636 -1.861 -1.904
H 2.274 -0.473 -1.019
H 2.446 -0.033 -3.713
H 1.271 -1.236 -3.834
H 0.852 0.382 -3.069
H -3.643 0.203 3.546
H -2.320 0.022 3.001
O -3.300 -0.148 2.737
H -2.918 0.203 -3.388
H -2.951 1.304 -4.423
O -3.119 0.342 -4.301
H 2.085 1.222 -1.149
H 3.260 1.880 -0.461
O 2.886 1.709 -1.341
H 3.531 -1.219 0.818
H 4.926 -0.803 0.925
O 4.064 -0.469 1.089
H -0.805 0.942 3.951
H -0.283 -0.144 3.100
O -0.766 0.707 3.033
H -3.265 0.364 1.049
H -3.332 0.383 -0.432
O -2.806 0.768 0.271
H 0.790 3.493 -1.156
H 2.353 3.656 -1.626
O 1.408 3.767 -1.844
H -2.088 3.452 -2.132
H -0.727 3.503 -2.837
O -1.347 2.898 -2.385
H -1.396 -4.069 -2.208
H -0.047 -3.635 -1.918
O -0.550 -4.482 -2.030
H -0.362 0.800 0.334
H -0.464 1.601 -1.133
O -0.003 1.402 -0.308
H -0.884 -4.640 1.329
H -1.190 -4.366 2.824
O -0.580 -4.840 2.241
H -1.216 2.898 3.318
H -0.091 3.618 4.093
O -0.802 3.016 4.209
H 0.973 4.915 1.216
H 0.062 3.909 0.599
O 0.130 4.524 1.330



No. 2
Formula: C4H38N2O13
Source: the OMol25 dataset
Level of theory: ωB97M-V with the def2-TZVPD basis set

The multiplicity is 1. The frontier orbital gap comes out at 10.8 eV. The total charge is +2. Its largest force on an atom is 0.1256 hartree/bohr.

Element x y z (Å)
C 3.021 -0.325 -0.430
C 1.893 -0.982 -1.014
C 0.770 -0.979 0.042
C -0.380 -0.323 -0.211
N -1.450 -0.473 0.834
N 3.012 1.156 -0.741
H 3.197 -0.379 0.681
H 4.053 -0.849 -0.767
H 1.371 -0.794 -1.999
H 2.007 -2.125 -0.842
H 0.996 -1.638 0.822
H -0.617 -0.031 -1.284
H -2.108 -1.133 0.451
H -0.964 -0.696 1.778
H -1.975 0.447 0.871
H 2.138 1.430 -1.251
H 3.025 1.682 0.176
H 3.718 1.429 -1.406
H -0.907 -1.188 -3.657
H -1.021 0.202 -4.030
O -0.361 -0.527 -4.115
H -1.666 3.742 -1.732
H -3.088 4.249 -1.348
O -2.331 3.702 -1.066
H -2.540 -3.498 -2.796
H -2.430 -4.536 -1.731
O -2.271 -3.598 -1.841
H -0.522 1.749 4.079
H 0.484 2.736 3.909
O -0.352 2.525 3.490
H -2.483 1.970 -0.397
H -4.080 1.376 -0.273
O -3.137 1.228 -0.305
H 2.117 -2.147 4.084
H 2.124 -2.399 2.566
O 1.536 -2.242 3.332
H -0.618 -0.856 4.130
H 0.581 -0.863 3.167
O -0.270 -0.403 3.343
H 4.036 -2.505 2.517
H 3.817 -3.642 1.483
O 3.508 -2.743 1.726
H -3.004 0.430 -2.166
H -3.539 0.496 -3.573
O -2.778 0.157 -3.098
H -0.854 3.162 0.544
H -0.535 2.454 1.754
O -0.562 2.273 0.808
H 0.997 0.801 -3.526
H 1.122 2.318 -3.608
O 1.217 1.595 -2.993
H -3.088 -2.950 -0.501
H -3.827 -3.191 0.738
O -3.389 -2.461 0.304
H 2.550 3.085 1.709
H 1.461 1.959 1.660
O 2.395 2.122 1.700



No. 3
Formula: C4H38N2O15
Source: the OMol25 dataset
Level of theory: ωB97M-V with the def2-TZVPD basis set

The multiplicity is 1. The frontier orbital gap comes out at 9.4 eV. Its largest force on an atom is 0.1757 hartree/bohr.

Element x y z (Å)
C -0.107 -3.522 -1.173
C 0.858 -2.463 -0.577
C 1.343 -2.957 0.767
N 0.158 -1.103 -0.519
C -0.878 -0.932 0.317
N -1.481 0.352 0.304
O -1.124 -1.715 1.220
H 0.445 -4.368 -1.620
H -0.555 -4.175 -0.386
H -0.669 -3.112 -1.931
H 1.634 -2.330 -1.323
H 1.585 -2.116 1.473
H 2.276 -3.524 0.729
H 0.568 -3.564 1.296
H 0.587 -0.369 -1.101
H -1.785 0.704 -0.663
H -2.139 0.586 0.931
H -1.903 -3.254 0.998
H -3.211 -3.997 0.685
O -2.358 -4.129 1.207
H 2.485 0.991 2.823
H 1.560 1.738 1.904
O 2.483 1.421 2.007
H 1.609 0.537 -3.186
H 2.531 0.406 -2.058
O 1.787 -0.174 -2.486
H 2.092 3.789 2.883
H 0.999 3.592 1.935
O 1.706 4.225 2.180
H -2.175 -1.434 2.393
H -3.191 -2.091 3.306
O -2.995 -1.266 2.962
H 0.551 2.062 -3.215
H 1.635 2.630 -4.029
O 0.879 2.176 -4.093
H -2.502 -1.918 -1.381
H -3.886 -1.675 -1.808
O -3.306 -2.385 -1.839
H -2.576 0.549 -2.135
H -3.941 1.267 -1.708
O -3.333 0.449 -1.582
H -0.469 0.112 -3.292
H -1.332 1.349 -3.571
O -1.067 0.797 -2.889
H 3.794 -0.630 0.887
H 4.958 -0.657 -0.065
O 4.424 -1.262 0.409
H 2.259 3.956 0.546
H 2.617 4.542 -0.845
O 2.108 3.841 -0.409
H -0.515 3.474 3.310
H -0.966 2.232 2.365
O -0.284 2.867 2.739
H 2.796 2.361 -0.562
H 2.550 0.843 -0.064
O 3.078 1.330 -0.702
H -2.978 2.625 3.241
H -3.488 1.216 2.836
O -3.145 2.102 2.559



No. 4
Formula: C4H38N3O14
Source: the OMol25 dataset
Level of theory: ωB97M-V with the def2-TZVPD basis set

The multiplicity is 1. The frontier orbital gap comes out at 9.1 eV. The total charge is +1. Its largest force on an atom is 0.0614 hartree/bohr.

Element x y z (Å)
N -2.233 1.432 1.659
C -2.430 -0.041 1.523
C -1.265 -0.597 0.637
N -0.109 -0.499 1.672
C 0.642 -1.777 2.035
C 2.058 -1.777 1.446
N 2.024 -2.027 -0.059
O -1.209 -0.028 -0.559
H -3.135 1.880 1.770
H -1.798 1.799 0.794
H -1.704 1.749 2.473
H -3.464 -0.276 1.139
H -2.284 -0.502 2.487
H 0.653 0.197 1.546
H 0.159 -2.709 1.668
H 0.780 -1.539 3.095
H 2.526 -0.808 1.782
H 2.655 -2.616 1.881
H 1.063 -1.867 -0.406
H 2.817 -1.373 -0.433
H -1.342 4.878 0.002
H -2.215 3.724 -0.019
O -1.624 4.184 0.613
H -2.886 3.138 -1.783
H -2.602 1.626 -1.382
O -2.929 2.479 -1.079
H 0.471 -4.673 -1.155
H 2.304 -2.992 -0.123
O 0.630 -4.585 -0.218
H 2.421 2.543 -1.818
H 2.622 1.973 -0.414
O 3.065 2.073 -1.277
H 1.716 2.383 1.796
H 2.728 1.282 1.297
O 1.803 1.597 1.200
H 3.866 0.604 -0.849
H 4.924 -0.142 0.139
O 4.002 -0.033 -0.102
H -0.575 1.413 -0.704
H 0.199 2.483 -0.037
O -0.181 2.298 -0.896
H -3.271 -0.784 -1.061
H -2.966 -0.869 -2.610
O -3.656 -0.821 -1.950
H -0.135 -4.735 0.348
H -1.658 -2.278 -0.381
O -1.459 -1.985 0.545
H -1.263 -0.462 -3.488
H -0.460 -0.754 -2.033
O -0.607 -0.966 -3.011
H 2.102 0.346 -2.147
H 2.600 -0.841 -3.027
O 2.388 -0.595 -2.124
H -1.859 -4.227 -1.929
H -1.155 -2.850 -2.477
O -1.105 -3.641 -1.940
H 0.104 3.876 3.344
H -0.142 3.470 1.917
O 0.402 3.243 2.685



Result set for ΔE to the lowest compared entry with this formula, charge and spin: 81.8, 34.8, 131.0, 87.4 kcal per mole, one per record in the order listed.